[1]
{"formula": "C34H37CsN6O2S3Si", "method": "ωB97M-V/def2-TZVPD", "e_above_lowest_kj_mol": 276.3, "total_charge": -2, "homo_lumo_gap_ev": 3.176, "symbols": ["Cs", "N", "C", "N", "C", "C", "C", "C", "C", "C", "S", "H", "H", "H", "H", "H", "H", "C", "N", "C", "C", "O", "N", "C", "N", "H", "H", "H", "H", "H", "H", "H", "S", "C", "N", "C", "C", "C", "C", "C", "C", "H", "H", "H", "H", "H", "S", "C", "C", "C", "C", "Si", "O", "C", "C", "C", "C", "C", "C", "C", "C", "C", "C", "C", "C", "H", "H", "H", "H", "H", "H", "H", "H", "H", "H", "H", "H", "H", "H", "H", "H", "H", "H", "H"], "xyz": [[0.287, -0.203, -0.064], [-0.788, 4.628, 1.041], [0.516, 4.626, 0.615], [1.188, 3.570, 0.287], [2.448, 3.914, -0.172], [3.432, 2.888, -0.613], [4.817, 3.490, -0.992], [4.924, 4.968, -1.162], [3.972, 5.799, -0.731], [2.735, 5.238, -0.198], [1.356, 6.139, 0.359], [-1.186, 3.705, 1.173], [-1.021, 5.241, 1.806], [2.977, 2.239, -1.366], [5.271, 2.951, -1.824], [5.837, 5.369, -1.592], [4.081, 6.875, -0.803], [-6.299, 2.344, -0.926], [-5.334, 2.495, 0.129], [-5.397, 3.591, 1.058], [-3.986, 3.570, 1.657], [-3.619, 4.320, 2.540], [-3.236, 2.630, 0.999], [-4.046, 2.016, 0.142], [-3.650, 1.015, -0.653], [-7.303, 2.259, -0.507], [-6.109, 1.444, -1.504], [-6.278, 3.200, -1.612], [-6.154, 3.444, 1.833], [-5.574, 4.556, 0.572], [-3.071, 0.192, -0.231], [-4.402, 0.572, -1.162], [5.387, -1.579, -0.575], [3.510, -1.445, -0.418], [3.250, -0.154, 0.201], [4.282, 0.640, 0.133], [4.118, 2.080, 0.524], [5.413, 2.941, 0.359], [6.717, 2.219, 0.307], [6.710, 0.905, -0.072], [5.528, 0.168, -0.285], [3.221, -2.247, 0.263], [3.615, 2.137, 1.495], [5.424, 3.760, 1.084], [7.639, 2.742, 0.531], [7.661, 0.386, -0.179], [2.587, -1.694, -1.983], [-3.125, -4.038, 3.240], [-2.293, -3.107, 2.358], [-1.053, -3.855, 1.860], [-1.850, -1.900, 3.196], [-3.262, -2.419, 0.868], [-2.555, -1.159, 0.220], [-5.012, -1.983, 1.508], [-6.094, -2.868, 1.529], [-7.349, -2.483, 1.982], [-7.558, -1.183, 2.422], [-6.500, -0.286, 2.417], [-5.245, -0.688, 1.976], [-3.448, -3.805, -0.419], [-3.995, -5.073, -0.197], [-4.066, -6.024, -1.205], [-3.577, -5.731, -2.471], [-3.017, -4.485, -2.715], [-2.956, -3.538, -1.700], [-2.523, -4.387, 4.090], [-3.459, -4.926, 2.696], [-4.009, -3.535, 3.639], [-0.419, -4.154, 2.703], [-0.445, -3.241, 1.192], [-1.326, -4.757, 1.307], [-1.342, -2.236, 4.108], [-2.701, -1.280, 3.494], [-1.163, -1.257, 2.644], [-5.964, -3.880, 1.164], [-8.168, -3.194, 1.981], [-8.538, -0.873, 2.767], [-6.649, 0.732, 2.761], [-4.425, 0.015, 1.998], [-4.366, -5.342, 0.786], [-4.492, -7.000, -1.001], [-3.619, -6.475, -3.258], [-2.610, -4.255, -3.692], [-2.499, -2.574, -1.888]]}

=====

[2]
{"formula": "C5H14", "method": "ωB97M-V/def2-TZVPD", "smiles": "CCC.CC", "e_above_lowest_kj_mol": 37.1, "homo_lumo_gap_ev": 12.359, "symbols": ["C", "C", "H", "H", "H", "H", "H", "H", "C", "C", "C", "H", "H", "H", "H", "H", "H", "H", "H"], "xyz": [[2.214, -0.832, -1.239], [1.765, -2.150, -0.552], [1.404, -0.421, -1.826], [2.568, -0.122, -0.497], [2.934, -1.143, -1.997], [0.914, -2.020, 0.105], [1.655, -2.877, -1.363], [2.594, -2.603, -0.013], [-0.985, 0.653, 0.674], [-2.136, 0.726, 1.688], [-1.146, 1.733, -0.359], [-0.041, 0.786, 1.213], [-0.823, -0.327, 0.215], [-3.102, 0.882, 1.195], [-0.365, 1.740, -1.119], [-2.134, 1.850, -0.807], [-2.042, 1.623, 2.300], [-2.234, -0.208, 2.238], [-1.041, 2.709, 0.145]]}

=====

[3]
{"formula": "C2H5N3O2", "method": "ωB97M-V/def2-TZVPD", "e_above_lowest_kj_mol": 647.1, "homo_lumo_gap_ev": 9.501, "symbols": ["C", "C", "N", "N", "N", "O", "O", "H", "H", "H", "H", "H"], "xyz": [[-0.690, 0.661, -0.323], [-0.402, -0.539, 0.544], [-1.590, 1.095, -1.026], [1.469, 0.787, 0.763], [0.259, -1.557, -0.282], [0.723, 1.676, 0.068], [0.551, -0.056, 1.448], [-1.390, -0.636, 1.013], [-1.545, 2.055, -1.383], [2.057, 0.404, 0.002], [0.959, -2.106, 0.174], [-0.402, -1.785, -0.998]]}

=====

[4]
{"formula": "C9H18AlF4N2O17S4", "method": "ωB97M-V/def2-TZVPD", "e_above_lowest_kj_mol": 841.1, "total_charge": 1, "homo_lumo_gap_ev": 1.207, "symbols": ["Al", "N", "S", "O", "O", "F", "S", "O", "O", "F", "N", "S", "O", "O", "F", "S", "O", "O", "F", "C", "O", "C", "O", "O", "C", "H", "H", "H", "H", "H", "H", "C", "O", "C", "O", "O", "C", "H", "H", "H", "H", "H", "H", "C", "O", "C", "O", "O", "C", "H", "H", "H", "H", "H", "H"], "xyz": [[14.195, -1.841, -12.663], [10.232, -0.891, -16.590], [9.992, -0.650, -18.061], [9.848, 0.741, -18.446], [9.348, -1.670, -18.870], [11.529, -0.997, -18.502], [8.563, -0.620, -16.284], [7.670, -1.785, -16.332], [7.970, 0.689, -16.389], [8.909, -0.547, -14.726], [17.981, 2.135, -11.036], [17.873, 3.866, -10.916], [18.645, 4.792, -11.682], [17.435, 4.291, -9.575], [16.416, 4.026, -11.614], [19.497, 2.270, -10.548], [19.774, 2.932, -9.290], [20.526, 2.310, -11.587], [19.548, 0.737, -10.069], [13.315, -10.498, -17.525], [13.471, -9.214, -16.778], [12.400, -8.459, -16.455], [12.535, -7.440, -15.780], [11.236, -8.911, -16.950], [10.134, -8.070, -16.936], [12.743, -11.280, -17.026], [14.302, -10.856, -17.817], [12.714, -10.340, -18.421], [10.069, -7.540, -17.886], [10.222, -7.267, -16.205], [9.267, -8.724, -16.841], [6.915, -7.922, -10.159], [7.776, -6.839, -10.176], [9.140, -7.005, -10.227], [9.950, -6.123, -10.359], [9.455, -8.374, -10.099], [10.811, -8.750, -9.926], [6.800, -8.523, -11.061], [5.917, -7.489, -10.091], [7.205, -8.489, -9.275], [11.350, -8.201, -9.155], [11.260, -8.580, -10.905], [10.933, -9.791, -9.626], [19.103, -4.919, -20.831], [18.286, -4.573, -19.755], [18.707, -4.410, -18.526], [18.012, -4.152, -17.522], [20.099, -4.460, -18.468], [20.739, -4.525, -17.231], [18.477, -5.049, -21.713], [19.651, -5.831, -20.591], [19.838, -4.190, -21.172], [20.562, -5.454, -16.689], [20.541, -3.722, -16.521], [21.792, -4.642, -17.487]]}

=====

[5]
{"formula": "C3H14NO2S2", "method": "ωB97M-V/def2-TZVPD", "e_above_lowest_kj_mol": 213.6, "total_charge": 1, "homo_lumo_gap_ev": 9.271, "symbols": ["N", "C", "C", "S", "S", "C", "H", "H", "H", "H", "H", "H", "H", "H", "H", "H", "H", "H", "O", "H", "H", "O"], "xyz": [[1.902, -0.484, 1.566], [0.438, -0.901, 1.484], [-0.269, 0.345, 1.188], [0.184, 1.125, -0.466], [-0.550, -0.409, -1.528], [-2.143, -0.040, -2.145], [2.266, -0.139, 0.583], [2.470, -1.272, 1.912], [1.971, 0.381, 2.192], [0.196, -1.544, 2.383], [0.373, -1.797, 0.760], [-1.324, 0.030, 1.041], [-0.229, 1.076, 2.014], [-2.129, 0.066, -3.285], [-2.413, 0.932, -1.654], [-3.054, -0.525, -1.842], [2.916, -1.318, -1.605], [2.960, 0.137, -1.704], [3.082, -0.596, -1.074], [-2.821, -0.008, 3.146], [-2.822, 1.295, 2.442], [-2.330, 0.371, 2.497]]}

=====

[6]
{"formula": "C5H8F2", "method": "ωB97M-V/def2-TZVPD", "smiles": "C/C=C(/C)C(F)F", "e_above_lowest_kj_mol": 0.0, "homo_lumo_gap_ev": 10.723, "symbols": ["C", "C", "C", "C", "C", "H", "H", "H", "H", "H", "H", "H", "H", "F", "F"], "xyz": [[0.755, 1.988, 0.225], [0.720, 0.516, 0.553], [-0.056, -0.444, 0.057], [0.035, -1.874, 0.488], [-1.089, -0.180, -1.003], [1.747, 2.264, -0.102], [0.533, 2.612, 1.133], [0.022, 2.297, -0.532], [1.455, 0.240, 1.326], [0.807, -2.029, 1.235], [-0.932, -2.236, 0.907], [0.299, -2.510, -0.341], [-1.164, 0.863, -1.314], [-2.311, -0.565, -0.535], [-0.821, -0.943, -2.098]]}

=====

[7]
{"formula": "C8H14N3RhS", "method": "ωB97M-V/def2-TZVPD", "multiplicity": 5, "total_charge": 2, "homo_lumo_gap_ev": [7.389, 6.148], "symbols": ["C", "C", "H", "H", "H", "H", "Rh", "C", "C", "C", "C", "H", "H", "H", "C", "H", "H", "N", "N", "C", "N", "S", "H", "H", "H", "H", "H"], "xyz": [[0.914, 2.220, -0.713], [1.770, 1.493, 0.156], [0.506, 3.180, -0.339], [0.942, 2.180, -1.807], [2.651, 0.946, -0.204], [1.784, 1.791, 1.219], [0.357, -0.029, -0.041], [-0.625, -0.488, -1.730], [0.774, -0.333, -1.974], [0.510, -2.050, -0.450], [-0.796, -1.547, -0.755], [1.251, 0.365, -2.646], [2.543, -1.384, -1.105], [0.774, -2.868, 0.217], [1.469, -1.302, -1.182], [-1.743, -1.886, -0.305], [-1.394, 0.128, -2.185], [-1.374, 1.292, 0.684], [-1.884, 1.057, 2.008], [-1.425, 0.090, 2.801], [-2.147, -0.156, 3.916], [0.049, -0.711, 2.497], [-2.134, 1.234, -0.008], [-1.014, 2.254, 0.668], [-2.755, 1.532, 2.257], [-1.891, -0.928, 4.512], [-3.084, 0.229, 4.004]]}